(1)
Here is a structure of composition C27H46BrMgNOP2 from OMol25. Energies are from wB97M-V/def2-TZVPD.

Frontier orbital gap (spin up / spin down): 5.874 / 4.468 eV
E_tot: -4642.59859 Eh
Relative energy (zero: lowest compared OMol25 entry of this formula, charge and spin): 0.00 kJ/mol
Total charge: +2

Last column: Mulliken charge in e.
Atoms and positions in Å:
N 1.636 -5.086 3.614  -0.57
C 1.078 -5.619 2.533  -0.46
C 1.636 -5.484 1.258  -0.39
C 2.823 -4.736 1.114  0.69
C 3.396 -4.187 2.284  -0.15
C 2.773 -4.404 3.513  -0.64
C 3.272 -4.309 -0.176  -0.57
Mg 1.100 0.691 -1.531  0.89
P -2.103 3.643 -1.183  0.80
C 4.055 -3.189 -0.278  -0.74
C 3.710 -2.147 -1.219  0.31
C 4.314 -0.880 -1.044  -0.29
C 3.759 0.252 -1.682  -0.88
C 2.727 -0.038 -2.524  0.53
C 2.159 -1.225 -2.869  -0.95
C 2.726 -2.335 -2.216  -0.18
Br 0.713 2.825 -2.566  -0.65
H 2.877 -4.825 -1.049  0.66
H 4.866 -2.975 0.411  0.59
H 1.169 -5.933 0.383  0.43
H 4.313 -3.599 2.233  0.25
H 0.145 -6.172 2.655  0.38
H 3.242 -3.983 4.401  0.45
H 5.148 -0.834 -0.351  0.49
H 2.376 -3.347 -2.426  0.36
H 4.128 1.254 -1.497  0.58
H 1.337 -1.336 -3.576  0.61
P 0.611 0.976 1.235  0.99
C -2.551 3.071 -2.921  -0.28
C -2.741 4.089 -4.032  -1.48
H -3.452 2.453 -2.776  0.49
H -1.757 2.375 -3.238  0.08
H -3.198 3.573 -4.889  0.43
H -3.423 4.905 -3.759  0.30
H -1.793 4.504 -4.396  0.34
C -0.899 5.054 -1.164  -0.27
C -1.073 6.189 -2.143  -1.26
H 0.087 4.578 -1.378  0.06
H -0.810 5.442 -0.133  0.53
H -0.186 6.825 -2.044  0.43
H -1.114 5.874 -3.190  0.16
H -1.948 6.794 -1.893  0.32
C -3.590 4.349 -0.418  -0.42
C -4.540 5.093 -1.346  -1.31
H -3.232 4.996 0.403  0.42
H -4.110 3.489 0.046  0.45
H -5.358 5.484 -0.730  0.43
H -4.062 5.947 -1.841  0.23
H -4.975 4.429 -2.103  0.35
C -0.832 1.078 2.407  -1.10
C -1.906 2.111 2.087  -1.13
H -0.403 1.293 3.394  0.57
H -1.266 0.070 2.448  0.51
H -2.699 2.036 2.845  0.45
H -1.514 3.137 2.117  0.30
H -2.370 1.964 1.100  0.10
C 1.278 2.675 1.572  -0.47
C 2.725 2.872 1.148  -1.10
H 1.153 2.837 2.649  0.60
H 0.612 3.373 1.046  -0.21
H 3.066 3.838 1.541  0.43
H 3.383 2.091 1.552  0.30
H 2.847 2.894 0.057  0.19
C 1.773 -0.014 2.310  -0.31
C 1.189 -1.090 3.225  -1.25
H 2.327 0.723 2.911  0.56
H 2.484 -0.470 1.600  0.06
H 2.008 -1.514 3.823  0.36
H 0.438 -0.686 3.920  0.34
H 0.727 -1.921 2.669  0.23
C -0.484 -2.116 -0.085  -0.21
C -1.091 -1.701 -1.408  -0.51
O -0.673 -0.356 -1.766  -0.40
H 0.610 -2.170 -0.102  0.02
H -0.854 -3.109 0.203  0.52
H -0.784 -1.444 0.720  -0.23
H -0.785 -2.363 -2.222  0.34
H -2.197 -1.698 -1.336  0.41
H -1.281 -0.006 -2.443  0.10

=====

(2)
Here is the molecule C3H6N4O from OMol25. Energies are from wB97M-V/def2-TZVPD.

Frontier orbital gap: 9.371 eV
E_tot: -412.09557 Eh
SMILES: CNn1ncc(=O)[nH]1
Relative energy (zero: lowest compared OMol25 entry of this formula, charge and spin): 297.64 kJ/mol
Total charge: 0

Last column: Mulliken charge in e.
Atoms and positions in Å:
C 1.232 1.191 1.182  -0.73
N 1.343 0.715 -0.191  -0.54
N 0.377 -0.159 -0.581  0.72
N 0.464 -1.438 -0.312  -0.68
C -0.720 -1.966 -0.374  -0.33
C -1.738 -0.964 -0.652  0.54
O -2.936 -1.025 -0.820  -0.65
N -0.979 0.198 -0.681  -0.18
H 1.252 0.324 1.839  0.29
H 2.097 1.814 1.392  0.33
H 0.317 1.764 1.371  0.30
H 1.430 1.478 -0.857  0.26
H -0.872 -3.019 -0.259  0.46
H -1.267 1.087 -1.056  0.24

=====

(3)
Here is a structure of composition C44H30Cl7F6N3O5SSbSc from OMol25. Energies are from wB97M-V/def2-TZVPD.

Frontier orbital gap: 7.533 eV
E_tot: -7455.17698 Eh
Relative energy (zero: lowest compared OMol25 entry of this formula, charge and spin): 90.86 kJ/mol
Total charge: 0

Last column: Mulliken charge in e.
Atoms and positions in Å:
Sc 1.140 -1.372 -0.169  -0.42
Cl 0.624 2.370 -3.548  -0.20
C 1.178 0.765 -3.857  1.04
C 1.605 0.456 -5.165  -0.56
C 2.135 -0.760 -5.470  0.54
Cl 2.634 -1.103 -7.095  -0.28
C 2.304 -1.739 -4.459  0.20
C 2.875 -3.011 -4.655  -1.07
C 3.016 -3.862 -3.594  -1.26
C 2.584 -3.446 -2.327  -0.52
N 2.034 -2.269 -2.112  0.54
C 1.877 -1.411 -3.157  -0.10
C 1.263 -0.156 -2.832  -0.76
O 0.827 0.012 -1.608  0.82
H 1.507 1.214 -5.930  0.52
H 3.195 -3.297 -5.648  0.45
H 3.447 -4.846 -3.711  0.46
H 2.689 -4.101 -1.472  0.68
Cl 1.474 -1.629 7.203  -0.21
C 1.428 -1.190 5.541  0.16
C 1.830 -2.095 4.563  0.17
Cl 2.421 -3.645 5.009  -0.21
C 1.751 -1.737 3.224  0.69
Cl 2.342 -2.841 2.012  -0.10
C 1.242 -0.500 2.794  -1.59
O 1.057 -0.221 1.532  0.93
C 0.951 0.432 3.812  0.27
Cl 0.568 2.032 3.323  -0.04
C 1.011 0.083 5.153  0.43
Cl 0.561 1.234 6.347  -0.19
C -2.336 -3.847 0.636  -1.77
C -0.981 -3.834 -0.073  1.63
O -0.304 -2.679 0.194  -0.02
C -1.178 -3.993 -1.629  0.15
F -0.905 -2.845 -2.262  -0.06
F -2.436 -4.328 -1.954  -0.32
F -0.377 -4.931 -2.174  -0.37
C -0.157 -5.023 0.478  0.16
F -0.697 -6.211 0.157  -0.31
F -0.091 -4.968 1.815  -0.25
F 1.117 -5.017 0.032  -0.15
H -2.888 -2.963 0.330  0.17
H -2.163 -3.798 1.709  0.41
H -2.923 -4.733 0.403  0.36
O 2.626 5.544 0.729  -0.51
C 3.357 4.817 1.697  -0.48
N 3.445 3.463 1.218  0.25
C 4.609 2.785 1.193  0.60
O 5.667 3.233 1.605  -0.74
C 4.564 1.377 0.655  0.27
C 5.759 0.675 0.577  -0.47
C 5.746 -0.634 0.132  -1.14
C 4.530 -1.211 -0.186  -0.45
N 3.373 -0.556 -0.098  0.91
C 3.397 0.728 0.290  -0.24
H 2.202 6.292 1.157  0.32
H 2.844 4.840 2.664  0.29
H 4.373 5.194 1.812  0.39
H 2.593 3.084 0.823  -0.42
H 6.672 1.174 0.874  0.52
H 6.656 -1.210 0.044  0.46
H 4.475 -2.243 -0.514  0.51
H 2.434 1.223 0.311  0.14
S 0.178 3.217 -0.024  -0.66
Sb -1.734 2.031 0.028  1.32
C -2.392 0.452 -1.232  0.77
C -2.254 0.598 -2.610  -1.13
C -2.892 -0.278 -3.473  -0.64
C -3.691 -1.295 -2.968  -0.70
C -3.848 -1.430 -1.599  -0.43
C -3.198 -0.561 -0.729  -0.33
C -2.366 1.334 1.922  0.43
C -3.111 2.189 2.726  -0.93
C -3.507 1.784 3.994  -0.72
C -3.166 0.523 4.462  -0.81
C -2.432 -0.338 3.657  -0.62
C -2.034 0.065 2.391  -0.09
C -3.289 3.386 -0.461  0.30
C -2.980 4.703 -0.772  -0.67
C -3.996 5.595 -1.089  -0.57
C -5.318 5.172 -1.087  -0.42
C -5.628 3.855 -0.774  -0.75
C -4.614 2.961 -0.464  -0.25
H -1.656 1.403 -3.015  0.47
H -2.771 -0.159 -4.543  0.44
H -4.192 -1.978 -3.642  0.41
H -4.481 -2.213 -1.199  0.41
H -3.349 -0.670 0.338  0.60
H -3.374 3.182 2.379  0.51
H -4.079 2.459 4.619  0.41
H -3.471 0.213 5.453  0.41
H -2.157 -1.322 4.017  0.48
H -1.446 -0.614 1.783  0.54
H -1.944 5.023 -0.761  0.41
H -3.755 6.621 -1.336  0.40
H -6.109 5.870 -1.330  0.38
H -6.659 3.524 -0.774  0.41
H -4.860 1.930 -0.230  0.36

=====

(4)
Here is a cluster of 2 separate species, C5H2NO10PS2 in total from OMol25. Energies are from wB97M-V/def2-TZVPD.

Frontier orbital gap: 2.519 eV
E_tot: -2136.42852 Eh
Total charge: -2

Last column: Mulliken charge in e.
Atoms and positions in Å:
O -1.295 -0.458 1.922  -0.40
C -0.502 0.157 1.007  0.38
O -0.450 1.622 0.686  -0.21
C 0.947 1.853 0.276  0.49
O 1.495 3.064 0.484  -0.60
C 1.562 0.511 -0.439  0.10
P 3.104 0.465 -1.565  0.89
O 2.765 0.378 -3.126  -0.66
O 4.003 1.958 -1.220  -0.55
O 4.113 -0.861 -1.018  -0.55
C 0.615 -0.539 0.024  0.24
N 0.736 -2.010 -0.416  -0.49
C 0.081 -2.098 -1.648  0.36
S -0.817 -1.920 -3.121  -0.12
H 3.345 2.723 -1.325  0.35
H 3.961 -1.693 -1.556  0.36
O -4.083 -1.949 2.319  -0.68
S -4.733 -0.631 2.207  1.23
O -4.377 -0.015 0.916  -0.68
O -4.277 0.238 3.308  -0.70
O -6.196 -0.796 2.286  -0.75

=====

The following max |F| values (in eV Å⁻¹) correspond, in order, to the records above: 2.8; 1.3; 0.7; 10.2.